{
  "formula": "C4H17NO3",
  "method": "ωB97M-V/def2-TZVPD",
  "symbols": ["C", "N", "C", "C", "C", "H", "H", "H", "H", "H", "H", "H", "H", "H", "H", "H", "H", "H", "O", "H", "H", "O", "H", "H", "O"],
  "positions_angstrom": [[-1.75954, -0.08571, 1.08951], [-0.44721, 0.10325, 0.49173], [-1.31220, -1.21301, -1.53013], [-0.12140, -0.78324, -0.64788], [0.64926, -2.03076, -0.18525], [-2.59647, -0.43458, 0.47853], [-2.03769, 0.83927, 1.57091], [-1.71605, -0.80812, 1.91438], [-0.35681, 1.04552, 0.13596], [-1.19288, -1.09956, -2.60051], [-2.13613, -0.49244, -1.43481], [-1.76244, -2.17228, -1.27008], [0.44338, -0.24381, -1.41131], [1.35290, -1.72529, 0.57157], [1.05117, -2.56296, -1.04805], [-0.07804, -2.75399, 0.19466], [-0.97329, 2.67068, -2.04652], [0.25549, 2.81624, -1.37441], [-0.03495, 2.51758, -2.24003], [3.09025, 0.22931, 2.38572], [1.67982, -0.34631, 1.96225], [2.14690, 0.30481, 2.49658], [2.35712, 2.33301, 0.21569], [1.86835, 1.58045, 1.44852], [1.63043, 2.31193, 0.83295]],
  "atomic_forces_ev_per_a": [[0.0416, -0.4313, 1.1353], [-0.0703, -0.4356, -1.0920], [-1.4614, 0.8206, 0.3322], [-0.3424, -0.7152, -1.0073], [-1.3015, 0.2150, -0.6535], [0.2288, 0.2817, -0.3826], [-0.2252, 0.3664, 0.0512], [0.1991, -0.0620, -0.1050], [0.0133, 0.0744, 0.2836], [0.8526, -0.6382, -0.2649], [0.0729, -0.0215, 0.3972], [0.2105, -0.1344, -0.1357], [0.6456, 0.4300, 0.7830], [0.5494, -0.4206, 0.0437], [0.6004, 0.2523, 0.1020], [0.1165, 0.1349, 0.5750], [-0.1445, -0.2750, -0.8752], [1.1037, -0.0148, 0.2963], [-0.9148, 0.2587, 0.7040], [0.4037, -0.4897, -0.1375], [0.0421, -0.0969, -0.1332], [-0.3933, 0.2897, 0.5109], [0.3226, 0.1604, -0.3469], [-0.4555, 0.3919, -0.0882], [-0.0938, 0.0594, 0.0077]],
  "lowdin_charge": [-0.130, -0.077, -0.086, -0.437, -0.056, 0.062, 0.076, 0.078, 0.066, 0.071, 0.061, 0.076, 0.120, 0.045, 0.081, 0.075, 0.044, 0.010, -0.056, 0.060, 0.023, -0.030, 0.026, -0.022, -0.080],
  "total_energy_ha": -443.03780,
  "multiplicity": 1,
  "smiles": "CNC(C)C.O.O.O",
  "relative_energy_kcal_mol": 24.8,
  "homo_energy_ev": -8.960,
  "e_lumo_ev": 0.613
}